1.
25
Properties=species:S:1:pos:R:3:mulliken_charge:R:1 method="wB97M-V/def2-TZVPD" max_force_ev_per_a=4.6 total_charge=-1 energy_ev=-17159.7383 gap_ha=0.2749 relative_energy_ev=0.910
C 2.099 -1.547 -0.012 -1.025
C 2.510 -0.251 0.085 0.815
C 0.678 -1.940 0.023 0.691
C -2.517 -0.304 0.701 -0.537
C -1.594 0.964 0.361 -0.824
C -1.727 -1.418 0.068 -0.610
C -0.180 0.430 0.565 -0.015
C 1.034 1.101 -0.029 0.580
C 0.737 1.380 -1.550 -1.370
N -0.307 -1.001 0.025 0.304
O 3.541 0.407 0.207 -0.764
O 0.314 -3.135 -0.172 -0.792
O 1.622 2.151 0.596 -0.643
H 2.832 -2.445 0.100 0.199
H -2.710 -0.307 1.803 0.324
H -3.495 -0.217 0.158 0.329
H -1.614 1.425 -0.645 0.410
H -1.759 1.778 1.106 0.269
H -1.816 -2.449 0.667 0.259
H -2.147 -1.404 -0.951 0.230
H 0.018 0.619 1.716 -0.073
H 0.231 0.463 -2.097 0.206
H 1.712 1.519 -2.047 0.396
H 0.011 2.353 -1.593 0.215
H 2.527 1.827 0.915 0.428

=====

2.
62
Properties=species:S:1:pos:R:3:mulliken_spin:R:1 method="wB97M-V/def2-TZVPD" max_force_ev_per_a=0.7 spin_multiplicity=5 total_charge=+1 energy_ev=-168343.5946 gap_ha="0.2428 / 0.2755" relative_energy_ev=0.000
Mn -0.078 -0.173 0.027 3.953
C -1.305 1.473 -2.365 0.033
C -0.785 2.373 -1.284 -0.001
C -1.037 3.737 -1.332 -0.009
C -0.512 4.569 -0.369 0.007
C 0.316 4.033 0.614 -0.004
C 0.534 2.674 0.632 0.005
N -0.040 1.865 -0.283 -0.057
Sb 1.987 1.864 2.004 0.006
C 2.682 0.384 0.574 0.033
C 4.028 0.085 0.642 -0.007
C 4.588 -0.742 -0.323 0.008
C 3.803 -1.169 -1.376 -0.010
C 2.458 -0.843 -1.418 0.006
C 1.608 -1.226 -2.590 0.031
N 1.914 -0.120 -0.415 -0.047
C 0.575 0.619 3.010 0.027
C 0.526 0.753 4.382 0.000
C -0.354 -0.053 5.097 0.001
C -1.106 -0.969 4.404 -0.002
C -1.001 -1.076 3.016 0.016
C -1.773 -2.153 2.324 0.016
N -0.181 -0.263 2.323 0.039
H -0.989 1.853 -3.337 0.003
H -0.953 0.450 -2.277 0.003
H -2.393 1.444 -2.347 0.000
H -1.653 4.124 -2.133 0.000
H -0.717 5.632 -0.395 0.000
H 0.782 4.668 1.355 0.000
H 4.633 0.494 1.441 0.000
H 5.633 -1.024 -0.269 0.000
H 4.221 -1.763 -2.178 0.000
H 2.182 -1.821 -3.295 0.001
H 0.736 -1.802 -2.291 0.002
H 1.266 -0.325 -3.107 -0.003
H 1.159 1.474 4.885 0.001
H -0.434 0.030 6.174 0.000
H -1.791 -1.630 4.920 0.001
H -2.740 -2.289 2.803 0.000
H -1.941 -1.939 1.280 -0.005
H -1.221 -3.093 2.408 0.001
F -1.965 -0.016 -0.066 0.009
P -3.813 0.405 0.289 -0.001
F -3.965 0.323 -1.288 0.000
F -4.003 -1.164 0.370 0.000
F -5.299 0.767 0.575 0.000
F -3.314 1.912 0.139 0.000
F -3.347 0.426 1.807 0.000
Br 3.062 -5.054 0.307 0.000
C 1.206 -5.327 0.047 -0.001
C 0.810 -6.629 -0.207 0.000
C -0.520 -6.913 -0.479 0.000
C -1.457 -5.894 -0.522 0.001
C -1.059 -4.591 -0.277 -0.001
C 0.270 -4.288 0.032 -0.002
C 0.594 -2.869 0.365 -0.018
O 1.479 -2.522 1.107 0.011
O -0.185 -1.992 -0.296 -0.046
H 1.549 -7.419 -0.198 0.000
H -0.818 -7.936 -0.671 0.000
H -2.494 -6.108 -0.749 0.000
H -1.783 -3.789 -0.310 0.002

=====

3.
54
Properties=species:S:1:pos:R:3:mulliken_charge:R:1 method="wB97M-V/def2-TZVPD" max_force_ev_per_a=3.4 total_charge=-1 energy_ev=-67893.9361 gap_ha=0.2363
C -2.973 2.181 -0.577 -1.227
C -2.250 1.183 0.303 -0.284
O -0.857 1.559 0.426 -0.253
P 0.286 0.435 0.728 0.718
C 0.839 0.270 2.468 0.231
C -0.215 -0.087 3.349 0.025
N -1.073 -0.538 4.017 -0.770
O -0.106 -0.845 0.062 -0.844
O 1.535 1.221 0.009 -0.308
C 1.413 1.917 -1.265 -0.039
C 2.803 2.153 -1.852 -1.306
H -4.023 1.910 -0.730 0.381
H -2.961 3.182 -0.139 0.295
H -2.519 2.255 -1.570 0.298
H -2.691 1.204 1.309 0.273
H -2.317 0.169 -0.122 0.384
H 1.726 -0.433 2.646 0.355
H 0.836 1.319 -1.989 0.311
H 0.903 2.882 -1.135 0.235
H 2.791 2.674 -2.821 0.389
H 3.421 2.758 -1.175 0.303
H 3.320 1.202 -2.025 0.300
C 0.644 1.135 9.398 -0.382
C 0.580 0.227 8.327 -0.612
C 1.356 0.435 7.189 -0.194
C 2.182 1.552 7.125 0.066
S 3.225 1.696 5.670 1.363
C 2.208 2.107 4.221 0.104
C 2.372 1.557 2.988 -1.409
S 0.560 3.013 4.402 1.342
C 0.223 4.455 5.508 0.186
C -0.503 4.117 6.655 -0.134
C -1.247 5.093 7.327 -0.738
C -1.258 6.416 6.864 -0.421
C -0.391 6.793 5.810 -0.497
C 0.363 5.813 5.134 -0.470
O 0.214 3.551 3.107 -0.605
O -0.252 1.921 4.932 -0.683
O 4.111 2.817 5.929 -0.721
O 3.721 0.361 5.378 -0.708
C 2.288 2.444 8.194 -0.244
C 1.480 2.260 9.318 -0.529
H 0.005 0.996 10.287 0.334
H -0.070 -0.652 8.377 0.367
H 1.301 -0.257 6.352 0.296
H 1.844 1.953 2.132 0.837
H 3.136 0.782 2.788 0.397
H -0.524 3.083 7.007 0.354
H -1.850 4.768 8.187 0.350
H -1.896 7.164 7.364 0.344
H -0.333 7.849 5.508 0.340
H 1.041 6.074 4.310 0.360
H 2.960 3.290 8.120 0.455
H 1.512 2.986 10.137 0.384

=====

4.
22
Properties=species:S:1:pos:R:3:mulliken_charge:R:1 method="wB97M-V/def2-TZVPD" max_force_ev_per_a=5.3 total_charge=0 energy_ev=-8515.7039 gap_ha="0.3363 / 0.2522" relative_energy_ev=7.376
C 1.607 0.418 1.551 -0.691
C 1.431 1.290 -0.538 -0.733
C 1.875 0.048 0.120 0.838
C 0.545 0.635 0.497 -0.024
C 2.452 -1.202 -0.302 -1.371
C -2.276 0.935 -0.938 -0.632
C -2.134 -1.247 0.243 -1.186
C -2.209 0.196 0.299 -0.164
H 1.453 -0.372 2.300 0.203
H 2.093 1.241 2.047 0.223
H 1.850 2.309 -0.361 0.159
H 1.315 1.230 -1.680 0.234
H 2.161 -1.964 0.293 0.370
H 3.587 -1.220 -0.359 0.296
H 2.127 -1.471 -1.385 0.269
H -2.968 1.826 -0.949 0.275
H -2.632 0.141 -1.668 0.283
H -1.319 1.186 -1.100 0.090
H -3.234 -1.569 0.176 0.344
H -1.678 -1.508 1.145 0.324
H -1.545 -1.480 -0.596 0.375
H -2.502 0.577 1.207 0.520

=====

5.
106
Properties=species:S:1:pos:R:3:mulliken_spin:R:1 method="wB97M-V/def2-TZVPD" max_force_ev_per_a=3.6 spin_multiplicity=2 total_charge=-2 energy_ev=-190781.0754 gap_ha="0.0925 / 0.1920" relative_energy_ev=0.227
Al 0.515 2.117 0.668 0.010
Cl 2.953 1.246 4.464 0.000
C 3.644 2.500 3.438 0.001
Cl 3.280 4.070 4.172 0.000
C 3.078 2.450 1.962 0.001
O 3.903 2.483 1.063 0.005
O 1.771 2.294 1.956 0.000
H 4.732 2.368 3.382 0.000
C -9.294 -4.467 1.239 0.000
C -8.209 -3.494 0.952 0.000
C -7.920 -3.183 -0.441 0.000
C -6.833 -2.429 -0.825 0.000
C -5.954 -1.908 0.147 0.000
C -6.118 -2.357 1.464 0.000
C -7.233 -3.089 1.883 0.000
S -4.705 -0.728 -0.441 0.001
O -5.466 0.059 -1.426 0.000
O -3.519 -1.475 -0.752 0.001
N -4.290 0.122 0.843 0.000
C -4.656 1.460 1.093 0.000
C -3.521 2.426 0.985 0.000
C -2.213 1.842 1.579 0.001
O -2.267 0.882 2.341 0.000
O -1.089 2.470 1.344 0.000
H -10.030 -4.129 1.960 0.000
H -8.988 -5.444 1.618 0.000
H -9.803 -4.660 0.257 0.000
H -8.684 -3.518 -1.188 0.000
H -6.687 -2.182 -1.894 0.000
H -5.571 -1.832 2.240 0.000
H -7.381 -3.373 2.874 0.000
H -3.534 -0.138 1.482 0.000
H -5.214 1.537 2.074 0.000
H -5.483 1.728 0.471 0.000
H -3.805 3.329 1.523 0.000
H -3.274 2.743 -0.043 0.000
Cl -2.342 -4.926 4.454 0.000
C -1.783 -3.772 3.314 0.006
C -1.444 -2.546 3.806 -0.014
C -0.744 -1.655 3.010 0.012
C -0.652 -1.892 1.658 0.004
C -1.092 -3.098 1.109 0.014
C -1.534 -4.049 1.995 0.002
C 0.072 -0.918 0.815 -0.008
O 0.410 -1.346 -0.435 -0.004
O 0.206 0.255 1.216 0.025
H -1.527 -2.335 4.910 0.001
H -0.532 -0.652 3.309 -0.001
H -1.156 -3.221 0.025 0.001
H -1.726 -5.075 1.600 -0.001
C 1.229 -4.406 -0.829 0.019
Ge 1.723 -2.583 -0.916 0.002
C 1.954 -2.205 -2.811 0.011
C 1.294 -1.050 -3.318 0.007
C 1.131 -0.932 -4.666 0.001
C 1.386 -1.976 -5.557 0.001
C 1.944 -3.118 -5.060 0.002
C 2.254 -3.237 -3.704 0.007
C 3.083 -2.351 0.465 0.098
C 3.108 -3.305 1.543 0.159
C 4.041 -3.291 2.569 -0.063
C 5.200 -2.499 2.460 0.398
C 5.397 -1.657 1.316 -0.130
C 6.453 -0.686 1.305 0.144
C 6.688 0.048 0.114 -0.058
C 5.844 -0.135 -0.993 0.095
C 4.638 -0.842 -0.836 0.027
C 4.350 -1.642 0.268 0.114
H 0.616 -4.710 -1.631 0.000
H 0.798 -4.624 0.099 -0.003
H 2.101 -5.010 -0.874 -0.003
H 1.010 -0.290 -2.560 -0.001
H 0.792 -0.012 -5.064 0.000
H 1.172 -1.826 -6.634 0.000
H 2.356 -3.883 -5.743 0.000
H 2.950 -4.050 -3.404 0.001
H 2.238 -3.888 1.750 0.068
H 4.007 -4.103 3.287 0.007
H 5.905 -2.380 3.271 0.021
H 6.958 -0.340 2.222 0.007
H 7.460 0.807 0.030 0.010
H 6.088 0.330 -1.974 0.018
H 3.920 -0.713 -1.668 -0.010
Cl 0.276 1.888 -1.618 -0.001
C 1.442 4.551 -3.643 0.000
N 2.674 4.419 -2.834 0.000
C 3.857 5.038 -3.452 0.001
C 2.723 4.013 -1.492 -0.001
C 1.767 4.777 -0.574 0.000
C 1.751 6.155 -0.788 0.000
C 0.813 6.921 -0.156 0.000
C 0.105 6.375 0.877 0.000
C 0.256 5.053 1.188 0.000
C 0.934 4.133 0.368 0.000
H 1.668 3.982 -4.570 0.000
H 1.406 5.574 -3.945 0.000
H 0.602 4.344 -3.051 0.000
H 3.956 6.149 -3.292 0.000
H 3.857 4.893 -4.590 0.000
H 4.767 4.606 -3.071 0.000
H 3.749 4.063 -1.162 0.001
H 2.561 2.930 -1.520 -0.002
H 2.381 6.500 -1.614 0.000
H 0.807 7.923 -0.499 0.000
H -0.470 7.006 1.589 0.000
H -0.256 4.777 2.146 0.000

=====

6.
91
Properties=species:S:1:pos:R:3:mulliken_charge:R:1 method="wB97M-V/def2-TZVPD" max_force_ev_per_a=1.9 total_charge=-2 energy_ev=-218764.7472 gap_ha=0.2078 relative_energy_ev=2.057
Sc -1.064 0.321 -0.330 -0.692
Cl -3.031 5.311 -4.804 -0.308
C -2.873 4.184 -3.492 0.287
C -3.814 3.186 -3.336 -1.007
C -3.684 2.322 -2.268 -0.200
C -2.638 2.406 -1.332 0.436
O -2.570 1.553 -0.342 -0.707
C -1.708 3.476 -1.502 0.629
C -0.150 3.266 0.569 -1.110
N -0.261 1.948 0.925 0.726
C 0.053 1.615 2.196 -0.720
C 0.974 2.290 3.011 -0.405
C 1.162 1.923 4.333 -0.992
C 0.431 0.907 4.911 -1.133
C -0.501 0.190 4.146 1.191
C -1.319 -0.833 4.670 -0.799
C -2.216 -1.474 3.857 -0.952
C -2.311 -1.082 2.518 -0.376
N -1.571 -0.126 1.989 0.777
C -0.671 0.508 2.768 0.828
C -1.828 4.324 -2.600 -0.936
H -4.627 3.075 -4.038 0.418
H -4.411 1.534 -2.137 0.647
H -0.151 3.991 1.396 0.510
H 1.576 3.078 2.579 0.513
H 1.902 2.450 4.923 0.368
H 0.561 0.657 5.954 0.363
H -1.225 -1.080 5.721 0.395
H -2.848 -2.270 4.228 0.478
H -3.021 -1.570 1.861 0.483
H -1.094 5.108 -2.722 0.546
Br -6.098 -1.560 0.181 -0.252
C -5.255 -1.658 -1.522 -0.735
C -5.865 -2.404 -2.514 -0.378
C -5.255 -2.480 -3.754 -0.598
C -4.050 -1.837 -3.969 -0.732
C -3.447 -1.102 -2.958 1.013
C -4.069 -0.986 -1.720 0.230
C -2.070 -0.486 -3.242 -0.004
O -1.683 -0.481 -4.402 -0.798
O -1.432 -0.055 -2.235 -0.084
H -6.799 -2.910 -2.320 0.401
H -5.716 -3.053 -4.545 0.371
H -3.547 -1.894 -4.920 0.505
H -3.624 -0.386 -0.930 0.857
S 2.937 -0.150 1.257 -0.708
P 2.814 0.708 -0.512 2.077
S 1.181 1.270 -1.577 -0.567
C 3.766 -0.274 -1.746 0.148
C 5.154 -0.283 -1.722 -0.474
C 5.862 -0.972 -2.690 -0.650
C 5.183 -1.667 -3.679 -0.393
C 3.797 -1.695 -3.678 -0.878
C 3.089 -1.004 -2.712 -0.272
C 3.816 2.253 -0.444 0.013
C 3.884 3.048 -1.580 -0.627
C 4.654 4.193 -1.580 -0.436
C 5.351 4.561 -0.440 -0.514
C 5.269 3.781 0.699 -0.552
C 4.501 2.629 0.700 -0.421
H 5.670 0.261 -0.943 0.382
H 6.946 -0.954 -2.681 0.366
H 5.735 -2.182 -4.455 0.349
H 3.262 -2.241 -4.442 0.416
H 2.008 -1.008 -2.712 0.273
H 3.319 2.749 -2.448 0.458
H 4.719 4.800 -2.473 0.388
H 5.963 5.455 -0.444 0.347
H 5.819 4.063 1.589 0.390
H 4.434 2.008 1.583 0.314
O 1.306 5.412 -0.333 -0.796
S 0.974 4.032 -0.740 0.587
N -0.733 3.837 -0.586 0.113
C -0.643 -5.642 4.920 -1.538
C -0.516 -4.840 3.658 1.276
C -1.226 -5.215 2.523 -0.966
C -1.162 -4.445 1.377 -0.752
C -0.370 -3.312 1.351 -0.294
C 0.376 -2.950 2.454 -0.028
C 0.287 -3.708 3.611 -0.978
S -0.420 -2.335 -0.160 1.184
O 0.025 -3.210 -1.212 -0.734
O 0.384 -1.128 0.059 -0.072
O -1.827 -1.915 -0.250 -0.100
H -0.708 -6.706 4.700 0.393
H -1.550 -5.354 5.451 0.269
H 0.205 -5.463 5.574 0.375
H -1.832 -6.112 2.550 0.352
H -1.714 -4.699 0.486 0.496
H 1.010 -2.079 2.397 0.335
H 0.838 -3.411 4.492 0.391